A cluster of 2 separate species, C2H8OS2 in total, computed with wB97M-V/def2-TZVPD.

Output
HOMO = -8.5 eV
HOMO-LUMO gap = 0.339 Eh
energy = -952.5814 hartree
SMILES = CSS.CO

The geometry in ORCA input format:
```
! RIJCOSX wB97M-V def2-TZVPD def2/J DEFGRID3
* xyz 0 1
C 0.0100 -0.1643 -2.1622
S -0.8355 -1.4052 -1.1316
S -2.5965 -0.6030 -0.5630
H -0.3654 -0.1257 -3.1838
H 1.0759 -0.4059 -2.1568
H -0.2012 0.8081 -1.7090
H -2.0960 0.3739 0.2503
C 0.9459 -0.0100 2.0296
O 0.0527 0.7725 1.2223
H 0.4142 -0.2483 2.9534
H 1.1322 -0.8967 1.4144
H 1.9123 0.4508 2.2723
H 0.5514 1.4537 0.7640
*
```

Mulliken population analysis, charges in e, atoms 1 to 6: atom 1 (C): -0.70, atom 2 (S): -0.06, atom 3 (S): -0.20, atom 4 (H): 0.33, atom 5 (H): 0.26, atom 6 (H): 0.19



A structure of composition C36H37BrF3GeIN3O7SeTi, computed with wB97M-V/def2-TZVPD.

Output
HOMO (spin up / spin down) = -0.1 / -2.6 eV
HOMO-LUMO gap (spin up / spin down) = 0.142 / 0.235 Eh
energy = -10584.2441 hartree

The geometry in ORCA input format:
```
! RIJCOSX wB97M-V def2-TZVPD def2/J DEFGRID3
* xyz -2 2
Ti -0.4325 0.6934 0.8520
C 0.4320 3.3382 3.8245
C 1.4655 3.4040 2.7307
N 2.6962 3.8048 3.0618
C 3.6243 3.8128 2.0882
C 3.3793 3.4728 0.7778
C 4.5133 3.3963 -0.2148
O 5.7986 3.2586 0.3982
C 2.0625 3.0915 0.3970
C 1.7171 2.7631 -0.9450
N 0.5172 2.2841 -1.2626
C 0.1220 2.1035 -2.5533
C 0.9737 2.0268 -3.6766
C 0.4645 1.9262 -4.9612
C -0.9080 1.8866 -5.1844
C -1.7706 1.8992 -4.0884
C -1.2640 1.9921 -2.8083
I -2.5269 1.9706 -1.1287
C 1.0953 3.0040 1.4439
O -0.1182 2.4999 1.2222
H 0.9159 3.4753 4.7915
H -0.0955 2.3822 3.7908
H -0.3210 4.1192 3.6861
H 4.6230 4.0980 2.4014
H 4.5776 4.3085 -0.8139
H 4.3316 2.5543 -0.8892
H 5.7449 2.4920 0.9814
H 2.4427 3.0114 -1.7202
H 2.0445 2.0162 -3.5156
H 1.1467 1.8734 -5.8036
H -1.3018 1.8220 -6.1921
H -2.8436 1.8424 -4.2309
O -4.0865 2.0983 1.3182
C -3.1706 1.9266 2.1240
O -2.1505 1.1806 2.0029
H -3.2412 2.4571 3.0952
F 2.6416 -6.0868 -5.0221
C 3.4700 -5.1498 -4.4915
F 4.3824 -5.8309 -3.7716
F 4.1336 -4.6327 -5.5535
C 2.7419 -4.1178 -3.7055
C 2.9396 -3.9783 -2.3363
C 2.2328 -3.0192 -1.6331
C 1.3165 -2.1770 -2.2821
C 1.1338 -2.3308 -3.6643
C 1.8395 -3.2890 -4.3647
C 0.6171 -1.1975 -1.5315
C 0.0390 -0.3619 -0.8621
H 3.6511 -4.6145 -1.8278
H 2.3870 -2.8831 -0.5712
H 0.4387 -1.6771 -4.1756
H 1.7036 -3.3971 -5.4344
Br 3.6310 1.3613 6.4925
C 4.0838 0.8787 4.7102
C 5.4068 0.6344 4.3955
N 5.7856 0.2952 3.1646
C 4.8382 0.2081 2.2304
C 3.4902 0.4419 2.4640
C 3.0983 0.7812 3.7488
C 2.4894 0.3335 1.3414
O 2.8839 0.2031 0.2028
O 1.2495 0.3826 1.7399
H 6.1852 0.6990 5.1465
H 5.1583 -0.0729 1.2327
H 2.0552 0.9661 3.9621
C -7.6156 -2.7640 -0.0893
Ge -6.1067 -1.5095 0.2072
C -5.6191 -1.6580 2.0978
C -6.6558 0.3132 -0.2297
C -4.6022 -2.0222 -0.9494
Se -2.8719 -1.5166 -0.1030
C -2.2850 -3.3424 0.2281
H -8.4771 -2.4807 0.5203
H -7.3192 -3.7781 0.1874
H -7.9250 -2.7692 -1.1370
H -6.3997 -1.2455 2.7408
H -4.6994 -1.0942 2.2579
H -5.4416 -2.6984 2.3779
H -7.5000 0.6398 0.3801
H -6.9275 0.3936 -1.2842
H -5.8112 0.9792 -0.0351
H -4.6667 -1.4721 -1.8896
H -4.5786 -3.0894 -1.1677
H -2.8370 -3.7970 1.0503
H -1.2298 -3.2593 0.4830
H -2.3999 -3.9357 -0.6770
C -0.9049 -1.3176 2.9274
O -0.8273 -0.9476 1.5934
H -1.1427 -2.3853 3.0161
H -1.6872 -0.7554 3.4498
H 0.0500 -1.1421 3.4413
*
```

Mulliken population analysis, charges in e, atoms 1 to 6: atom 1 (Ti): -0.06, atom 2 (C): -1.27, atom 3 (C): 0.82, atom 4 (N): -0.63, atom 5 (C): -0.37, atom 6 (C): 0.47



A structure of composition C55H55DyN7O7SSbSe, computed with wB97M-V/def2-TZVPD.

Output
HOMO (spin up / spin down) = -11.2 / -11.2 eV
HOMO-LUMO gap (spin up / spin down) = 0.194 / 0.198 Eh
energy = -6963.2542 hartree

The geometry in ORCA input format:
```
! RIJCOSX wB97M-V def2-TZVPD def2/J DEFGRID3
* xyz 2 6
Dy -1.0398 1.0025 -0.8642
C -1.0444 5.6097 -2.9370
O -2.1420 4.7021 -3.4179
C -1.7775 3.4819 -2.8876
N -0.8764 3.4571 -1.9503
C -0.5641 4.8889 -1.6552
C 0.7749 5.2622 -1.2086
C 1.9296 5.0117 -1.9581
C 3.1780 5.3009 -1.3643
C 3.2398 5.8063 -0.0649
C 2.0736 6.1182 0.6323
C 0.8793 5.9242 0.0305
C -2.5951 2.4157 -3.3105
C -3.5774 2.5638 -4.3449
C -4.4721 1.4902 -4.5175
C -4.4175 0.3591 -3.6823
C -3.4280 0.2870 -2.7195
N -2.5078 1.2974 -2.5463
C -3.3931 -0.8076 -1.7400
N -2.6590 -0.8385 -0.6665
C -3.1828 -1.9639 0.2082
C -4.3637 -2.5086 -0.6551
O -4.4084 -1.6996 -1.8947
C -2.2312 -3.0248 0.6166
C -2.3800 -3.7647 1.8403
C -1.6957 -4.9909 1.9873
C -0.7065 -5.3427 1.0744
C -0.4630 -4.5393 0.0001
C -1.2020 -3.3877 -0.2858
H -1.4394 6.6119 -2.8249
H -0.2510 5.6177 -3.7173
H -1.2959 5.1887 -0.8515
H 1.8527 4.4751 -2.9102
H 4.0572 5.0208 -1.9569
H 4.1482 5.8447 0.5078
H 2.2025 6.6341 1.6003
H -0.0414 6.3943 0.4286
H -3.6709 3.5028 -4.8446
H -5.2761 1.5817 -5.2025
H -5.2084 -0.4041 -3.7541
H -3.6606 -1.4876 1.0744
H -5.3410 -2.4417 -0.1409
H -4.1822 -3.5520 -0.9367
H -3.1523 -3.4889 2.5640
H -1.9833 -5.6597 2.8039
H -0.1654 -6.3054 1.1750
H 0.3471 -4.7653 -0.6632
H -1.0092 -2.8274 -1.1985
O -0.0826 2.1483 1.1276
H 0.5262 1.8567 1.8602
H -0.1523 3.1364 1.1776
O -2.8562 2.0344 0.4281
H -3.0771 1.8615 1.3635
H -3.6659 2.3903 -0.0016
O -0.0545 -0.6360 0.3310
H 0.9155 -0.7430 0.4370
H -0.3812 -1.4756 0.0088
C -2.0626 -4.5350 7.5729
C -2.5417 -3.2678 7.9350
C -2.3171 -2.1638 7.1771
C -1.5223 -2.2533 6.0214
C -1.0119 -3.4740 5.6307
C -1.2336 -4.6274 6.4628
Sb -1.4742 -0.7428 4.4537
C -2.8924 0.9066 4.6513
C -3.8345 1.1396 3.6863
C -4.2958 2.4358 3.4373
C -3.8330 3.4636 4.2350
C -3.0048 3.1922 5.3156
C -2.5384 1.9080 5.5225
C 0.4344 0.3054 4.7472
C 1.6079 -0.3845 5.0791
C 2.7615 0.3134 5.3143
C 2.8312 1.7000 5.0791
C 1.6702 2.3858 4.7655
C 0.4646 1.7082 4.6138
H -2.2670 -5.4503 8.1676
H -3.1185 -3.2038 8.8699
H -2.7800 -1.2322 7.4254
H -0.4988 -3.6269 4.6936
H -0.8163 -5.5925 6.1330
H -4.1963 0.3708 3.0308
H -5.0008 2.7062 2.6635
H -4.1015 4.4624 4.0203
H -2.7425 3.9814 6.0003
H -1.8390 1.6806 6.3069
H 1.5606 -1.4859 5.0914
H 3.5942 -0.2160 5.7902
H 3.7552 2.2280 5.1776
H 1.7393 3.4583 4.7715
H -0.4682 2.2196 4.3852
C 1.0405 -0.4878 -4.8077
O 0.1846 0.1860 -3.8700
C -0.1558 -0.4636 -2.7313
O -0.2234 -1.6924 -2.6673
H 2.0343 -0.6313 -4.3678
H 1.1034 0.1878 -5.6322
H 0.6393 -1.4774 -5.0764
C 5.4013 -0.5810 -0.7215
N 4.9282 0.2648 -1.8591
C 3.7198 0.9083 -1.9145
Se 2.6042 1.3894 -0.4793
N 3.6260 1.4487 -3.1620
C 4.7129 1.1081 -3.9833
C 4.9937 1.3733 -5.3336
C 6.2125 0.8696 -5.7635
C 7.0994 0.2047 -4.9355
C 6.7733 -0.1100 -3.5868
C 5.5813 0.3735 -3.1210
H 4.5510 -0.6604 -0.0147
H 6.2603 -0.0728 -0.2478
H 5.7039 -1.5657 -1.1515
H 2.8450 2.0380 -3.4794
H 4.2672 1.9011 -5.9739
H 6.4796 0.9651 -6.8164
H 8.0819 -0.1558 -5.3172
H 7.5060 -0.6287 -2.9942
S -1.4742 -4.8354 -5.6184
C -0.0794 -5.2497 -4.7449
N 0.0157 -6.6275 -4.4389
C 1.0229 -7.1478 -3.7074
C 2.0057 -6.2908 -3.2649
C 1.9005 -4.9159 -3.6096
N 0.9178 -4.4545 -4.3674
H -0.7872 -7.1602 -4.7109
H 1.0082 -8.2183 -3.4968
H 2.8327 -6.5777 -2.5987
H 2.5888 -4.1459 -3.2654
*
```

Mulliken population analysis, charges in e, atoms 1 to 6: atom 1 (Dy): -0.25, atom 2 (C): -0.48, atom 3 (O): -0.42, atom 4 (C): 0.68, atom 5 (N): 0.30, atom 6 (C): -0.09